[1]
Formula: C16H28F5N3O3PPdS3SeSi
Source: the OMol25 dataset
Level of theory: wB97M-V/def2-TZVPD

CARTESIAN COORDINATES (ANGSTROEM)
Pd (0.710, 0.381, -0.176)
N (-0.582, -0.722, -1.487)
N (-1.952, -0.563, -1.247)
C (-2.330, -0.303, 0.008)
N (-3.624, -0.361, 0.299)
S (-1.184, 0.016, 1.218)
H (-0.362, -0.469, -2.446)
H (-0.299, -1.684, -1.313)
H (-2.605, -0.815, -1.971)
H (-4.328, -0.467, -0.413)
H (-3.927, -0.027, 1.199)
C (4.725, -0.770, 1.296)
C (5.264, 0.007, 0.120)
C (5.076, -0.673, -1.214)
O (4.683, 1.379, 0.101)
P (3.246, 1.950, -0.007)
S (1.923, 1.422, 1.420)
S (2.294, 1.338, -1.651)
O (3.473, 3.473, 0.177)
C (4.407, 4.385, -0.522)
C (4.367, 4.140, -2.013)
C (5.786, 4.274, 0.085)
H (5.333, -1.669, 1.416)
H (3.692, -1.072, 1.128)
H (4.791, -0.188, 2.216)
H (6.317, 0.231, 0.274)
H (4.051, -1.016, -1.342)
H (5.740, -1.539, -1.247)
H (5.341, -0.009, -2.037)
H (3.977, 5.357, -0.292)
H (4.760, 3.149, -2.259)
H (4.998, 4.878, -2.510)
H (3.354, 4.229, -2.405)
H (6.286, 3.357, -0.225)
H (5.734, 4.294, 1.173)
H (6.385, 5.125, -0.245)
C (1.048, -3.445, -2.047)
Si (1.600, -3.017, -0.284)
C (0.401, -3.826, 0.889)
C (3.260, -3.795, -0.034)
O (1.639, -1.389, -0.082)
H (1.657, -4.263, -2.438)
H (1.188, -2.604, -2.737)
H (0.004, -3.776, -2.113)
H (0.606, -4.898, 0.959)
H (-0.647, -3.717, 0.588)
H (0.496, -3.399, 1.891)
H (3.170, -4.873, -0.194)
H (3.630, -3.636, 0.982)
H (4.011, -3.416, -0.731)
F (-1.613, 5.962, 3.547)
C (-1.404, 5.183, 2.501)
C (-0.205, 5.254, 1.816)
F (0.728, 6.113, 2.208)
C (0.006, 4.435, 0.723)
F (1.159, 4.568, 0.081)
C (-0.948, 3.510, 0.303)
Se (-0.599, 2.389, -1.172)
C (-2.153, 3.488, 0.999)
F (-3.150, 2.680, 0.623)
C (-2.390, 4.305, 2.084)
F (-3.551, 4.259, 2.730)

Properties
F_max: 2.66 eV/A
Frontier orbital gap (spin up / spin down): 6.61 / 6.61 eV
Net charge: +1

***

[2]
Formula: C16H28F8N2O16PS2
Source: the OMol25 dataset
Level of theory: wB97M-V/def2-TZVPD

CARTESIAN COORDINATES (ANGSTROEM)
P (-4.791, 8.446, -18.620)
F (-3.911, 7.849, -19.905)
F (-4.455, 7.053, -17.812)
F (-3.409, 9.002, -17.993)
F (-5.718, 9.066, -17.483)
F (-5.083, 9.772, -19.510)
F (-6.025, 7.677, -19.346)
C (-11.940, 9.396, -22.043)
C (-10.470, 9.085, -22.280)
O (-10.157, 8.430, -23.260)
N (-9.625, 9.484, -21.318)
C (-8.209, 9.223, -21.279)
H (-12.034, 10.467, -21.841)
H (-12.406, 8.770, -21.288)
H (-12.422, 9.234, -23.004)
H (-9.975, 9.932, -20.490)
H (-7.575, 9.820, -21.939)
H (-7.992, 8.160, -21.391)
H (-7.775, 9.434, -20.299)
C (-5.079, 4.198, -17.324)
C (-4.869, 2.696, -17.266)
O (-5.309, 1.932, -18.104)
N (-4.064, 2.318, -16.243)
C (-3.635, 0.942, -16.071)
H (-4.245, 4.818, -17.003)
H (-5.896, 4.359, -16.614)
H (-5.293, 4.495, -18.346)
H (-3.790, 2.949, -15.516)
H (-4.396, 0.263, -15.695)
H (-2.751, 0.898, -15.428)
H (-3.197, 0.562, -16.996)
C (-0.820, 7.470, -18.004)
C (-0.687, 8.761, -18.792)
O (0.634, 8.753, -19.234)
C (1.364, 7.900, -18.430)
O (2.555, 7.910, -18.475)
O (0.550, 7.135, -17.742)
F (-0.928, 9.873, -18.007)
H (-1.395, 6.748, -18.583)
H (-1.333, 7.595, -17.055)
H (-1.409, 8.840, -19.603)
C (-4.080, 13.274, -18.091)
C (-3.803, 12.478, -16.776)
O (-5.009, 11.822, -16.627)
C (-5.986, 12.565, -17.131)
O (-7.162, 12.369, -17.024)
O (-5.493, 13.480, -17.965)
F (-3.635, 13.388, -15.758)
H (-3.832, 12.639, -18.946)
H (-3.479, 14.166, -18.241)
H (-2.908, 11.870, -16.873)
C (-3.675, 9.506, -22.712)
C (-4.080, 10.843, -22.137)
O (-3.820, 11.825, -23.126)
S (-4.084, 11.165, -24.596)
O (-2.999, 11.491, -25.463)
O (-5.415, 11.498, -25.001)
O (-3.966, 9.603, -24.117)
H (-4.235, 8.709, -22.227)
H (-2.608, 9.280, -22.658)
H (-3.562, 10.980, -21.192)
H (-5.157, 10.773, -21.975)
C (-8.474, 7.675, -16.414)
C (-7.432, 6.563, -16.577)
O (-7.805, 5.692, -15.520)
S (-7.851, 6.622, -14.186)
O (-6.538, 6.934, -13.750)
O (-8.756, 6.054, -13.247)
O (-8.451, 7.905, -14.995)
H (-9.457, 7.298, -16.701)
H (-8.195, 8.583, -16.940)
H (-6.474, 7.069, -16.461)
H (-7.488, 6.090, -17.552)

Properties
F_max: 2.85 eV/A
Frontier orbital gap: 9.99 eV
Net charge: -1

***

[3]
Formula: C16H28IrN2O3P2
Source: the OMol25 dataset
Level of theory: wB97M-V/def2-TZVPD

CARTESIAN COORDINATES (ANGSTROEM)
Ir (-0.103, -1.088, 0.290)
P (1.982, -0.735, -0.040)
C (2.067, -1.277, -1.727)
C (0.926, -1.777, -2.415)
N (-0.264, -1.765, -1.694)
C (-1.447, -1.726, -2.387)
C (-1.554, -2.414, -3.608)
C (-0.340, -2.719, -4.278)
C (0.901, -2.291, -3.747)
C (-2.569, -0.966, -1.678)
P (-1.836, 0.488, -0.776)
H (1.879, -2.202, -4.265)
H (-2.565, -2.705, -3.950)
H (-0.335, -3.181, -5.264)
H (-3.338, -0.600, -2.379)
H (-3.031, -1.608, -0.900)
H (1.990, 1.754, -3.776)
H (3.032, -1.139, -2.261)
H (0.922, 3.877, -0.748)
O (2.570, 2.071, -4.506)
H (2.902, 2.858, -3.982)
H (-0.184, 0.351, 0.895)
O (0.633, 4.675, -0.279)
H (0.342, 4.159, 0.489)
C (-1.631, 1.627, -2.193)
H (-2.427, 1.506, -2.940)
H (-1.625, 2.672, -1.855)
H (-0.680, 1.388, -2.674)
C (-3.292, 1.229, 0.092)
H (-2.959, 2.097, 0.677)
H (-4.088, 1.606, -0.572)
H (-3.757, 0.533, 0.802)
C (2.612, -2.159, 0.946)
H (3.200, -2.740, 0.223)
H (3.232, -1.818, 1.793)
H (1.724, -2.702, 1.324)
C (3.010, 0.681, 0.446)
H (2.761, 1.071, 1.435)
H (4.064, 0.404, 0.505)
H (2.907, 1.509, -0.258)
O (-1.562, -1.426, 1.578)
N (-1.604, -0.711, 2.781)
C (-2.605, -1.006, 3.667)
C (-2.584, -0.517, 4.954)
C (-1.562, 0.332, 5.388)
C (-0.585, 0.671, 4.451)
C (-0.660, 0.181, 3.155)
H (-3.358, -1.726, 3.333)
H (-3.372, -0.848, 5.635)
H (-1.499, 0.756, 6.384)
H (0.210, 1.400, 4.650)
H (0.092, 0.525, 2.445)

Properties
F_max: 3.60 eV/A
Frontier orbital gap (spin up / spin down): 4.32 / 5.87 eV
Multiplicity: 6
<S²>: 8.783
Net charge: +2

***

Question: Which value of net charge does entry 3 give?
Answer: +2

***

Question: Which of these has the lowest F_max?
Answer: C16H28F5N3O3PPdS3SeSi

***

Question: Among the records above, which one has the highest net charge?
Answer: C16H28IrN2O3P2